No. 1
Entry from the Open Molecules 2025 dataset: a 2-piece molecular cluster, C2H5BrCl2Si overall at a distorted geometry (ωB97M-V/def2-TZVPD).

Properties
Charge = 0
Gap between HOMO and LUMO = 8.24 eV
SMILES = C/C=[Si](/Cl)Br.Cl
HOMO energy = -8.3966 eV
E_LUMO = -0.153 eV

```
11
Properties=species:S:1:pos:R:3:forces:R:3:lowdin_charge:R:1
C -1.21986 1.00112 0.42716 0.218 -3.078 -2.923 -0.19
C -0.29556 0.13489 -0.42950 0.080 -0.647 -2.107 -0.43
Si 1.47853 0.19928 -0.61998 -3.135 -0.686 -0.474 -0.22
Cl 2.64599 -1.07247 -1.71780 -0.393 0.477 0.384 0.28
Br 2.49255 1.66707 0.54432 0.702 0.410 0.519 0.42
H -1.89211 0.30782 0.85830 -1.019 -0.522 0.645 0.06
H -0.84557 1.58117 1.13242 2.177 2.513 3.227 0.01
H -1.72499 1.59552 -0.26639 -1.190 1.134 -0.910 0.05
H -1.07025 -0.33385 -1.22782 2.660 0.395 1.647 0.11
Cl 0.22204 -3.17680 0.79708 0.025 0.094 0.021 0.24
H 0.20923 -1.90375 0.50221 -0.126 -0.090 -0.028 -0.33
```
Positions in Å, forces in eV/Å.

No. 2
Entry from the Open Molecules 2025 dataset: one molecule with the formula C4H6O2 at a distorted geometry (ωB97M-V/def2-TZVPD).

Properties
Charge = 0
Gap between HOMO and LUMO = 5.88 eV
HOMO energy = -6.3420 eV
E_LUMO = -0.461 eV

```
12
Properties=species:S:1:pos:R:3:forces:R:3:lowdin_charge:R:1
C 1.40087 -0.18681 0.07108 2.742 4.254 0.850 -0.20
C -0.63282 -1.20133 0.15764 -2.377 -2.644 3.094 -0.21
C -1.48452 -0.01986 -0.01915 -1.610 -0.677 2.360 -0.27
C -0.59456 1.15659 0.00998 -1.739 3.462 -3.662 -0.15
H 1.60103 -0.32830 1.14541 0.968 -0.280 -0.505 0.15
H 2.14358 0.19561 -0.72141 -0.216 -1.393 1.691 0.18
H -0.68114 -1.93785 1.13936 0.333 2.112 -2.560 0.14
H -2.53891 0.11831 0.70004 3.358 -0.614 -1.534 0.21
H -2.04142 -0.04486 -1.00356 0.875 0.589 0.416 0.13
H -1.07850 1.98906 -0.84338 1.837 -1.546 2.344 0.16
O 0.59213 -1.02609 -0.41970 -1.516 -2.441 -2.424 -0.09
O 0.71556 1.21565 0.20298 -2.654 -0.821 -0.070 -0.05
```
Positions in Å, forces in eV/Å.

No. 3
Entry from the Open Molecules 2025 dataset: one molecule with the formula C5H9N (ωB97M-V/def2-TZVPD).

Properties
Charge = 0
Gap between HOMO and LUMO (alpha / beta) = 7.51 / 7.51 eV
HOMO energy (alpha / beta) = -6.4915 / -6.4917 eV
E_LUMO (alpha / beta) = 1.023 / 1.023 eV

```
15
Properties=species:S:1:pos:R:3:forces:R:3:lowdin_charge:R:1
C 0.94900 -0.77061 0.92373 0.127 0.026 -0.033 -0.19
C 1.11109 -0.85938 -0.60720 -0.034 -0.007 -0.135 -0.16
C 0.26650 0.54682 1.01388 -0.120 -0.016 0.103 -0.14
N -0.63310 0.63565 0.02712 0.107 0.060 0.186 -0.24
C -1.84822 1.15736 0.14412 -0.027 0.102 -0.033 -0.01
C -0.11608 -0.08308 -1.16858 0.053 -0.031 -0.033 -0.11
H 0.30008 -1.58717 1.29223 0.119 0.122 -0.052 0.11
H 1.88274 -0.82463 1.49023 -0.007 0.000 -0.276 0.10
H 2.04531 -0.34696 -0.85801 -0.250 -0.066 -0.163 0.11
H 1.16545 -1.87589 -1.00436 -0.084 0.093 0.086 0.10
H 0.24121 1.25898 1.82101 -0.258 -0.211 0.238 0.10
H -2.19951 1.30355 1.15703 -0.004 0.183 -0.219 0.05
H -2.42323 1.47377 -0.71347 0.195 -0.091 -0.061 0.05
H 0.18530 0.65535 -1.91821 -0.105 -0.060 0.161 0.12
H -0.92654 -0.68376 -1.59953 0.287 -0.104 0.232 0.12
```
Positions in Å, forces in eV/Å.

No. 4
Entry from the Open Molecules 2025 dataset: C25H37FHfN8O2SSe as an isolated structure at a distorted geometry (ωB97M-V/def2-TZVPD).

Properties
Charge = +2
Gap between HOMO and LUMO = 7.44 eV
HOMO energy = -13.7275 eV
E_LUMO = -6.287 eV

```
76
Properties=species:S:1:pos:R:3:forces:R:3:lowdin_charge:R:1
Hf -1.77177 0.28779 -1.55312 -0.162 0.480 0.909 1.32
C -0.90063 -0.32455 -5.91894 0.096 -0.117 -0.009 0.01
C -1.20725 -0.47831 -4.47528 0.056 -0.438 0.067 -0.22
N -1.56709 0.49345 -3.72153 -0.189 0.544 -0.519 -0.15
N -1.65060 1.76680 -4.25593 -0.003 -0.417 0.439 0.02
C -2.45114 2.53426 -3.55482 -0.112 0.064 -0.248 -0.80
N -2.49715 3.82259 -3.89879 -0.133 0.018 0.144 0.12
S -3.54504 1.99023 -2.25663 0.168 0.133 -0.367 0.64
C -1.19304 -1.80664 -3.78384 -0.081 0.613 -0.224 -0.21
C -0.65774 -2.93016 -4.35963 -0.057 -0.398 -0.017 0.03
C -0.75933 -4.14063 -3.67360 0.091 0.025 -0.167 0.01
C -1.39328 -4.17655 -2.44870 -0.080 0.014 0.130 -0.01
C -1.87180 -2.99060 -1.91354 -0.019 0.020 -0.087 -0.15
N -1.76701 -1.82551 -2.55840 0.199 0.072 -0.007 -0.06
H -1.41345 0.55032 -6.30675 -0.015 0.000 -0.024 0.09
H -1.19382 -1.21442 -6.47338 -0.001 0.043 -0.027 0.09
H 0.17247 -0.16728 -6.06460 -0.020 -0.014 0.022 0.12
H -1.92253 4.14088 -4.66283 -0.013 0.005 -0.018 0.12
H -3.17728 4.44512 -3.50094 -0.007 -0.021 0.002 0.10
H -0.18562 -2.87575 -5.33009 0.000 -0.026 0.024 0.13
H -0.35306 -5.04597 -4.10517 0.003 0.017 -0.005 0.13
H -1.50911 -5.09960 -1.89914 0.002 0.008 -0.006 0.13
H -2.34690 -2.95675 -0.94203 0.000 -0.021 0.021 0.11
C -5.88269 -1.29805 0.12455 0.071 0.194 0.096 0.05
O -5.28605 -0.11802 0.75028 -0.090 -0.053 0.024 0.05
C -4.06943 0.18385 0.44121 0.053 -0.429 -0.144 -0.58
O -3.35397 -0.50318 -0.33517 -0.514 -0.026 0.030 -0.15
N -3.58882 1.28279 1.02845 0.120 0.056 -0.026 0.06
N -2.30569 1.67907 0.62888 -0.194 0.055 -0.176 0.01
H -6.89642 -1.31665 0.50293 -0.021 -0.025 0.003 0.11
H -5.33119 -2.17951 0.43472 -0.004 -0.043 -0.017 0.10
H -5.86983 -1.17363 -0.95348 0.005 -0.027 -0.032 0.11
H -4.20717 1.89497 1.54368 0.045 0.001 0.022 0.19
H -1.71078 1.78577 1.44535 0.106 -0.064 -0.080 0.12
H -2.36354 2.55837 0.11516 0.052 0.033 0.097 0.08
F -0.48414 1.70849 -1.41308 0.131 0.114 -0.112 -0.43
C 4.04559 -1.07899 0.74347 0.020 0.033 0.041 -0.09
C 4.09076 -0.60292 -0.70994 -0.025 -0.039 -0.031 -0.23
C 3.78051 0.88021 -0.92767 0.062 0.047 0.074 -0.17
C 2.30957 1.26568 -0.87496 -0.112 -0.048 0.276 -0.14
N 1.72240 1.12913 0.47254 0.185 0.059 -0.136 0.01
C 0.85074 0.20142 0.87798 0.083 0.237 -0.095 -0.62
Se 0.06268 -1.11858 -0.20331 0.350 -0.547 0.300 0.80
N 0.62217 0.35115 2.19140 -0.047 0.006 0.335 0.00
C -0.17598 -0.55612 3.04136 0.120 0.265 -0.130 -0.14
C 0.57761 -1.83298 3.38633 -0.089 -0.042 0.029 -0.18
C 1.82967 -1.60769 4.23140 0.050 0.026 -0.045 -0.24
C 1.52137 -1.23435 5.67653 -0.030 0.012 0.076 -0.09
C 1.38681 1.43036 2.65671 -0.280 -0.304 0.170 -0.15
C 1.50874 1.99993 3.92099 0.024 0.064 -0.028 0.01
C 2.35311 3.08687 4.02334 0.028 0.033 -0.047 -0.04
C 3.04683 3.59350 2.90878 -0.038 -0.026 0.081 -0.04
C 2.92132 3.02310 1.65934 0.020 0.039 0.056 0.02
C 2.07526 1.92309 1.56529 0.068 -0.048 -0.447 -0.14
H 4.53059 -2.04980 0.84910 -0.011 0.018 -0.037 0.08
H 3.03111 -1.19628 1.12841 -0.049 0.031 -0.020 0.04
H 4.57171 -0.38200 1.40156 0.001 -0.011 -0.034 0.08
H 3.41930 -1.20760 -1.32937 0.001 -0.009 0.033 0.10
H 5.09426 -0.78812 -1.09577 0.012 0.025 0.006 0.11
H 4.12784 1.18849 -1.91645 0.014 -0.055 -0.018 0.12
H 4.35369 1.47839 -0.21286 -0.021 -0.010 -0.021 0.11
H 1.71429 0.63355 -1.52709 0.059 -0.010 -0.049 0.07
H 2.14633 2.29646 -1.18645 0.040 0.032 0.016 0.13
H -1.10130 -0.76894 2.50565 0.006 -0.073 -0.016 0.10
H -0.43030 0.01031 3.93656 -0.009 -0.002 0.008 0.12
H 0.81838 -2.35213 2.45652 0.054 0.004 -0.020 0.09
H -0.11977 -2.47968 3.92735 0.023 -0.007 -0.004 0.13
H 2.45777 -0.84062 3.76558 0.008 -0.013 0.023 0.10
H 2.42878 -2.51915 4.21029 -0.041 -0.031 0.035 0.12
H 1.01219 -0.27132 5.76461 -0.010 -0.067 -0.017 0.05
H 2.43068 -1.16324 6.27204 0.017 0.000 -0.036 0.08
H 0.87986 -1.98341 6.14516 0.028 -0.007 -0.016 0.08
H 0.98134 1.61597 4.78309 0.025 0.033 -0.040 0.10
H 2.48540 3.56112 4.98631 0.008 0.008 -0.019 0.12
H 3.69499 4.44968 3.03646 -0.009 -0.011 0.015 0.12
H 3.45564 3.41245 0.80391 -0.018 -0.001 0.014 0.12
```
Positions in Å, forces in eV/Å.

No. 5
Entry from the Open Molecules 2025 dataset: a 2-piece molecular cluster, C4H10O overall at a distorted geometry (ωB97M-V/def2-TZVPD).

Properties
Charge = -1
⟨S²⟩ = 0.75
Gap between HOMO and LUMO (alpha / beta) = 2.13 / 9.45 eV
HOMO energy (alpha / beta) = 1.6767 / -5.4204 eV
2S+1 = 2
E_LUMO (alpha / beta) = 3.803 / 4.029 eV

```
15
Properties=species:S:1:pos:R:3:forces:R:3:lowdin_charge:R:1
C -1.94331 0.42908 -0.05647 0.808 -2.262 1.002 -0.29
C -0.45559 0.04016 -0.28260 0.680 -2.207 0.456 -0.32
C 0.32955 1.09195 -0.96520 0.588 1.000 0.491 -0.32
C 1.57684 1.56710 -0.65794 -1.753 0.930 -2.140 -0.06
H -2.45868 0.43513 -0.98497 -0.558 0.203 -0.847 -0.02
H -2.46212 -0.30730 0.63194 0.537 0.620 -0.767 0.05
H -1.99464 1.36873 0.41388 -0.182 1.339 0.476 -0.01
H -0.45642 -0.89639 -0.99894 -0.129 1.316 1.263 0.11
H 0.06437 -0.31780 0.68809 -0.870 0.709 -1.386 0.07
H -0.32333 1.57895 -1.69832 0.604 0.247 -0.237 0.01
H 2.00506 2.43663 -1.20988 -0.499 -0.794 0.374 0.02
H 2.19790 1.18032 0.08804 0.685 -0.822 1.210 -0.03
H 1.06192 -2.01803 0.76908 -0.440 -0.059 1.181 0.01
H 0.58169 -2.06194 2.31420 0.379 0.494 -0.305 0.00
O 0.59241 -2.52100 1.47002 0.153 -0.714 -0.770 -0.21
```
Positions in Å, forces in eV/Å.

No. 6
Entry from the Open Molecules 2025 dataset: one molecule with the formula C4H9N at a distorted geometry (ωB97M-V/def2-TZVPD).

Properties
Charge = 0
Gap between HOMO and LUMO = 10.13 eV
SMILES = CC1(C)CN1
HOMO energy = -9.0366 eV
E_LUMO = 1.090 eV

```
14
Properties=species:S:1:pos:R:3:forces:R:3:lowdin_charge:R:1
C 0.66184 1.32677 0.10078 2.717 -0.252 1.987 -0.06
C -0.05511 0.02202 0.07433 -0.870 0.393 -0.968 -0.65
C 0.84060 -1.13525 -0.02343 1.503 -1.002 -1.812 -0.06
C -1.40505 0.06678 -0.57969 0.616 -0.358 0.675 -0.10
N -1.23544 -0.03935 0.89487 -0.760 -0.135 0.713 0.04
H -0.01512 2.16254 0.08980 -0.050 0.393 -0.296 0.07
H 1.18607 1.32950 1.13788 -0.664 0.365 -1.522 0.11
H 1.52716 1.36405 -0.64293 -1.476 0.190 0.674 0.10
H 1.51952 -1.26865 0.79458 0.073 0.167 1.050 0.07
H 0.35092 -2.09689 -0.18590 -0.177 0.118 -0.075 0.08
H 1.58136 -0.97065 -0.86083 -0.955 -0.281 0.438 0.10
H -1.74169 1.00739 -1.00458 -0.092 0.058 0.453 0.10
H -1.79426 -0.77830 -1.09174 -0.088 -0.773 -0.347 0.09
H -1.42080 -0.98996 1.29687 0.223 1.118 -0.969 0.11
```
Positions in Å, forces in eV/Å.

Per-record relative energy (zero: lowest compared OMol25 entry of this formula, charge and spin), kcal/mol: 90.6, 174.3, 57.7, 5.4, 30.9, 25.2